DFT (ωB97M-V/def2-TZVPD) results for a 4-piece molecular cluster, C21H22N4O10 overall.

The total energy is -48559.6339 eV. As for the structure (SMILES): O=[N+]([O-])c1ccccc1.O=[N+]([O-])c1ccccc1.O=[N+]([O-])c1ccccc1.O=C(O)N(O)CCO. The gap between HOMO and LUMO is 9.245 eV. The LUMO energy is -0.7 eV. Its max |F| is 0.44 eV/A.

```
! RIJCOSX wB97M-V def2-TZVPD def2/J DEFGRID3
* xyz 0 1
O 2.455 -3.530 -4.554
C 2.508 -3.513 -3.354
O 3.079 -4.488 -2.647
N 1.993 -2.458 -2.548
O 2.121 -1.239 -3.249
C 0.604 -2.649 -2.115
C -0.403 -3.105 -3.179
O -0.784 -4.451 -2.886
H 2.961 -4.303 -1.703
H 1.982 -1.448 -4.191
H 0.288 -1.704 -1.671
H 0.603 -3.393 -1.311
H -1.297 -2.472 -3.115
H -0.008 -3.008 -4.195
H -0.709 -5.007 -3.668
C 4.538 2.655 -0.276
C 3.645 2.939 0.750
C 2.718 1.989 1.145
C 2.708 0.767 0.497
C 3.584 0.461 -0.529
C 4.506 1.421 -0.914
N 1.723 -0.245 0.908
O 0.910 0.057 1.756
O 1.776 -1.331 0.360
H 5.261 3.400 -0.580
H 3.665 3.898 1.247
H 2.018 2.195 1.942
H 3.533 -0.497 -1.025
H 5.197 1.205 -1.717
C -1.725 -2.974 0.950
C -2.427 -3.503 -0.126
C -3.791 -3.726 -0.021
C -4.423 -3.418 1.169
C -3.744 -2.896 2.254
C -2.381 -2.673 2.137
N -5.876 -3.645 1.283
O -6.449 -4.120 0.323
O -6.414 -3.341 2.328
H -0.662 -2.781 0.864
H -1.917 -3.733 -1.051
H -4.354 -4.134 -0.847
H -4.271 -2.667 3.168
H -1.831 -2.258 2.971
C -2.317 4.999 0.740
C -1.098 4.465 0.347
C 0.031 4.660 1.126
C -0.091 5.390 2.294
C -1.293 5.935 2.704
C -2.413 5.734 1.914
N 1.101 5.587 3.138
O 2.151 5.105 2.754
O 0.968 6.213 4.167
H -3.197 4.841 0.130
H -1.023 3.893 -0.568
H 0.986 4.252 0.831
H -1.350 6.500 3.622
H -3.364 6.151 2.219
*
```

DFT (ωB97M-V/def2-TZVPD) results for one molecule with the formula C21H22N4O3 at a distorted geometry.

The total energy is -34235.5882 eV. As for the structure (SMILES): CCC(=O)N1CC[C@H](Oc2cnnc3ccc(-c4ccc(OC)nc4)cc23)C1. The gap between HOMO and LUMO is 7.821 eV. The LUMO energy is -0.6 eV. The energy above the lowest of the compared OMol25 structures with the same formula, charge and spin comes out at 3.654 eV. Its max |F| is 3.26 eV/A.

```
! RIJCOSX wB97M-V def2-TZVPD def2/J DEFGRID3
* xyz 0 1
O -2.973 3.541 3.263
N -2.137 -2.831 3.921
N 1.474 -0.630 -3.412
N -2.422 -3.451 2.754
O 2.234 -1.348 -5.583
O 0.501 -0.494 2.809
C -1.796 3.796 3.487
C 0.809 -0.955 -2.291
C -1.215 -1.860 3.941
C 1.565 -1.553 -4.389
C 1.019 -2.828 -4.259
C 0.279 -3.157 -3.128
C -1.581 -3.409 -0.795
C 0.200 -2.216 -2.074
C -0.520 -2.539 -0.796
C -2.221 -3.724 0.403
C -0.118 -1.884 0.380
C -0.493 -1.450 2.790
C -1.821 -3.088 1.602
C -0.820 -2.099 1.585
N -0.808 2.819 3.250
C 2.891 -0.077 -5.711
C -2.603 6.086 4.333
C -1.434 5.177 4.025
C 0.586 3.052 3.551
C -1.101 1.408 3.034
C 1.257 1.720 3.285
C 0.178 0.708 3.505
H 0.676 -0.194 -1.537
H -0.964 -1.403 4.903
H 1.089 -3.511 -5.089
H -0.253 -4.081 -3.054
H -1.961 -3.835 -1.713
H -3.001 -4.497 0.395
H 0.726 -1.173 0.309
H 2.190 0.767 -5.569
H 3.758 0.003 -5.055
H 3.272 -0.029 -6.727
H -2.282 7.076 4.712
H -3.243 5.661 5.112
H -3.240 6.230 3.474
H -0.831 4.947 4.920
H -0.754 5.651 3.299
H 0.800 3.301 4.602
H 1.006 3.841 2.909
H -1.244 1.188 1.958
H -1.996 1.097 3.582
H 1.556 1.712 2.203
H 2.096 1.501 3.930
H 0.117 0.547 4.595
*
```